Record 1
Molecular formula: C29H30Cl5O5Tc
Method: DFT, ωB97M-V/def2-TZVPD

Geometry (Å):
C: 0.405 -0.352 -7.159
C: 0.228 -0.812 -5.683
C: 0.007 1.114 -7.186
C: -0.836 1.461 -5.928
H: -0.595 1.289 -8.083
H: 0.915 1.724 -7.259
C: -0.959 -0.038 -5.155
H: 1.146 -0.551 -5.133
H: 0.078 -1.893 -5.582
C: -1.548 -0.428 -3.742
H: -1.770 -0.439 -5.794
H: -1.886 1.618 -6.251
C: -0.409 2.830 -5.507
C: 1.802 -0.616 -7.723
C: -0.416 -1.115 -8.196
O: -1.117 -0.578 -9.038
O: 2.780 -0.805 -7.022
O: 1.855 -0.701 -9.068
O: -0.276 -2.447 -8.171
C: -0.875 -3.037 -9.334
H: -0.731 -4.108 -9.211
H: -0.381 -2.677 -10.247
H: -1.937 -2.778 -9.383
C: 3.181 -0.855 -9.585
H: 3.831 -0.033 -9.264
H: 3.090 -0.863 -10.674
H: 3.626 -1.794 -9.244
O: -0.712 -0.747 -2.501
H: -2.169 -1.335 -3.866
H: -2.273 0.333 -3.414
C: -1.419 3.831 -5.122
C: 1.023 3.113 -5.257
H: 1.452 3.856 -5.957
H: 1.647 2.214 -5.319
H: 1.187 3.520 -4.246
H: -0.964 4.684 -4.580
H: -2.197 3.412 -4.449
H: -1.949 4.215 -6.013
Tc: -0.477 -0.169 -0.776
C: -2.375 0.226 0.848
C: -3.166 0.008 -0.300
C: -2.733 -1.194 -0.924
H: -4.023 0.620 -0.590
C: -1.679 -1.776 -0.126
C: -1.430 -0.852 0.979
H: -0.832 -1.084 1.841
H: -2.519 1.040 1.565
H: -3.210 -1.651 -1.792
H: -1.318 -2.796 -0.146
C: 2.435 1.074 -0.689
C: 2.016 0.488 0.506
C: 1.298 -0.746 0.215
H: 2.367 0.796 1.496
C: 1.414 -0.938 -1.230
C: 2.036 0.255 -1.777
H: 2.324 0.385 -2.811
H: 3.059 1.962 -0.757
H: 1.199 -1.572 0.916
H: 1.380 -1.909 -1.723
Cl: 0.235 0.673 3.064
C: -0.075 2.039 2.050
C: -0.218 1.958 0.674
C: -0.236 3.094 -0.099
Cl: -0.300 2.919 -1.823
C: -0.209 4.379 0.493
Cl: -0.155 5.794 -0.474
C: -0.200 4.474 1.915
Cl: -0.231 5.998 2.699
C: -0.133 3.305 2.703
Cl: -0.091 3.402 4.410

Calculated values
highest occupied orbital energy (alpha / beta) = -2.60 / -3.86 eV
orbital gap (alpha / beta) = 4.800 / 6.053 eV
net charge = -1
multiplicity = 4

Record 2
Molecular formula: C33H45CsGeN3O11
Method: DFT, ωB97M-V/def2-TZVPD

Geometry (Å):
Cs: 0.648 -7.501 -19.509
O: 4.958 -4.092 -24.472
C: 4.282 -4.593 -23.439
C: 4.894 -4.704 -22.130
C: 4.081 -5.155 -21.047
N: 2.892 -5.744 -21.264
C: 2.333 -5.698 -22.503
C: 3.032 -5.174 -23.641
C: 0.988 -6.386 -22.839
O: 0.879 -6.905 -23.987
O: 0.057 -6.288 -21.985
C: 4.731 -5.345 -19.662
O: 5.962 -5.359 -19.508
O: 3.947 -5.720 -18.661
H: 5.597 -3.348 -24.392
H: 5.860 -4.361 -21.882
H: 2.602 -5.116 -24.620
C: -1.504 -9.779 -21.741
C: -2.295 -9.983 -20.443
C: -3.767 -10.214 -20.868
C: -1.758 -11.112 -19.572
O: -2.153 -8.732 -19.737
Ge: -3.172 -7.693 -18.638
O: -2.320 -6.067 -18.882
C: -2.942 -4.865 -19.455
C: -1.864 -4.055 -20.143
C: -3.480 -4.052 -18.269
C: -4.140 -5.260 -20.414
O: -2.634 -8.119 -17.014
C: -3.330 -8.188 -15.723
C: -3.838 -6.758 -15.392
C: -4.468 -9.209 -15.903
C: -2.204 -8.563 -14.751
H: -1.808 -10.383 -22.586
H: -0.428 -9.935 -21.617
H: -1.681 -8.730 -22.057
H: -3.886 -10.996 -21.637
H: -4.041 -9.234 -21.342
H: -4.525 -10.315 -20.085
H: -1.753 -12.102 -20.020
H: -2.349 -11.211 -18.712
H: -0.706 -10.939 -19.245
H: -1.095 -3.826 -19.455
H: -2.202 -3.097 -20.619
H: -1.406 -4.594 -20.995
H: -2.601 -4.002 -17.578
H: -4.381 -4.589 -17.852
H: -3.773 -3.031 -18.436
H: -3.846 -5.924 -21.235
H: -4.576 -4.384 -20.922
H: -4.956 -5.728 -19.791
H: -4.792 -6.498 -15.846
H: -3.088 -5.979 -15.649
H: -4.039 -6.661 -14.343
H: -5.150 -8.907 -16.724
H: -5.161 -9.324 -15.022
H: -4.076 -10.176 -16.245
H: -1.399 -7.828 -14.722
H: -1.816 -9.479 -15.127
H: -2.539 -8.813 -13.767
C: 0.941 -2.361 -17.187
C: 1.600 -3.203 -18.265
C: 2.483 -2.272 -19.080
O: 1.494 -4.472 -18.303
C: 0.902 -8.386 -11.286
O: 0.840 -8.607 -12.449
O: 1.108 -8.087 -10.162
H: 0.316 -1.483 -17.546
H: 1.773 -1.863 -16.578
H: 0.272 -3.059 -16.677
H: 2.205 -2.325 -20.192
H: 3.503 -2.517 -18.835
H: 2.230 -1.224 -18.797
H: 2.994 -5.303 -18.609
C: 3.306 -9.825 -23.357
C: 4.403 -10.125 -22.600
C: 4.238 -10.364 -21.281
C: 2.914 -10.369 -20.763
N: 1.861 -9.899 -21.463
C: 2.063 -9.593 -22.800
C: 2.708 -11.039 -19.500
C: 3.418 -12.231 -19.132
C: 3.028 -12.945 -18.005
C: 2.118 -12.351 -17.130
C: 1.629 -11.079 -17.492
N: 1.916 -10.437 -18.582
H: 3.468 -9.760 -24.460
H: 5.369 -10.148 -23.041
H: 5.063 -10.744 -20.662
H: 1.215 -9.210 -23.392
H: 4.166 -12.580 -19.837
H: 3.410 -13.989 -17.851
H: 1.748 -12.777 -16.197
H: 0.991 -10.595 -16.742

Calculated values
highest occupied orbital energy (alpha / beta) = 1.30 / -0.78 eV
orbital gap (alpha / beta) = 1.967 / 4.048 eV
net charge = -2
relative energy (zero: lowest compared OMol25 entry of this formula, charge and spin) = 271.29 kJ/mol
multiplicity = 2

no.,F_max (eV/Å),E (Ha)
1,7.02,-3880.8017
2,4.72,-4373.5004